Entry 1:
This record from the Open Molecules 2025 dataset describes a cluster of 10 separate species, C44H118N10O12 in total. The level of theory is ωB97M-V with the def2-TZVPD basis set.

Geometry as XYZ:
```
184
Properties=species:S:1:pos:R:3:forces:R:3
O 0.3774 3.7475 -5.8782 -1.1601 -1.3409 -0.5963
O 2.0160 -0.7974 -2.0118 0.6417 0.0996 -0.1340
O -4.7675 -1.9619 -4.1612 -1.4095 0.3156 -0.0732
O -0.6529 -5.4596 0.5794 0.3605 -1.0279 -1.6300
O 5.3411 -2.7894 -3.6683 0.9111 -0.0427 -1.1931
O -6.3610 6.6903 6.1388 0.9987 1.5389 1.1762
O 2.2463 -4.9520 -6.0500 0.2731 0.7852 2.7247
O 6.7686 3.2932 -0.3247 -2.7540 0.2830 2.1307
O -4.0732 -3.9184 -1.5642 0.4730 3.3244 0.3683
O 2.2031 3.6325 4.0333 0.2107 2.8564 -0.4034
O -4.2132 -0.5672 3.9224 -1.0183 -1.1430 -0.6372
O -2.5968 2.9126 3.4922 0.4638 0.7795 1.7262
N 0.9550 0.2985 4.9835 -0.8777 0.3818 0.1922
N -6.2951 -0.3948 5.7117 1.0101 -0.9263 -0.3282
N 7.0271 -3.7992 -1.2071 -1.0882 0.0159 -0.2354
N -4.1790 4.7643 5.0287 1.5830 0.7055 -0.0341
N -2.6265 -3.5966 1.0630 1.6628 0.6480 -2.8867
N 4.0925 2.7418 -1.3529 -0.6606 0.5381 0.4568
N -2.1000 -2.9237 -3.5763 -0.6080 0.1882 0.7210
N 1.6537 0.0731 1.5890 0.8113 -0.5721 0.3732
N 0.8889 -3.4907 -3.4263 -0.4822 0.0708 -0.3563
N 0.3451 4.4497 -3.3669 -0.4229 1.0231 0.4651
C 3.0957 -0.4863 -2.9286 -0.1588 -0.7504 0.3541
C -3.5613 -2.7084 0.4917 -2.0925 -0.1590 -0.4045
C 1.5659 -4.7357 -3.6968 2.1577 0.3864 -0.5037
C 5.6567 -2.4402 -5.0586 -0.2540 0.2724 0.7200
C 0.5867 2.6739 -4.9743 1.1880 -0.0631 0.4487
C -0.4294 -4.5067 1.5384 -0.3103 0.6652 1.0347
C 5.5837 4.0714 0.0532 -0.4390 -0.7959 0.6823
C 4.3287 3.1234 0.0779 2.8259 -0.6427 -1.6533
C -4.6724 -3.4038 -0.3826 0.4451 -0.9520 -0.2554
C -1.2055 -3.2642 1.0168 1.3106 -1.9191 2.2502
C 0.0268 -6.6959 0.7403 0.7140 -0.4919 1.1036
C 1.8979 1.4522 4.9661 0.5173 -2.0907 -1.3048
C -2.8456 -0.6601 3.6913 0.0640 0.2343 -0.6466
C 2.0838 -5.3266 -7.3619 0.1914 0.3428 -0.6427
C 4.7150 -4.5427 -0.8455 -0.1800 0.6597 -0.9556
C -6.2435 0.4948 4.5785 -1.4235 1.1327 -0.5975
C -0.1844 -0.0038 0.0549 -1.0201 -0.2968 -1.7116
C -2.6952 4.9846 4.8764 -0.3457 -1.7397 0.6323
C -3.7713 -5.2307 -1.5715 -1.2132 -3.1146 0.0856
C 1.1792 -0.5847 0.3314 0.6692 2.7464 0.9059
C -4.8032 4.8903 6.3626 -0.8190 0.1951 -0.8969
C -3.6455 -1.1063 -4.2691 0.0346 -0.0002 1.2017
C -5.0851 6.3849 6.7577 0.3525 -1.5578 -1.9053
C 7.8976 4.1132 -0.4608 -0.2014 -0.2974 -2.3392
C 3.3165 0.8206 4.8400 -0.5823 0.9372 1.1009
C 1.0138 3.1816 -3.5714 -1.9297 0.7141 -0.5463
C -6.6093 8.1531 6.2638 0.3787 -2.4449 -0.0954
C 1.7799 4.6318 3.0385 0.9667 0.5010 1.4844
C -6.0448 -1.2389 -4.2267 1.2877 0.0673 0.7050
C 1.3819 -5.6258 -2.5249 -0.5002 -0.9959 0.2804
C 5.9008 -4.5326 -1.8423 0.6367 0.0297 -0.7635
C 1.5972 2.4155 3.8343 -0.3702 0.2421 -0.8484
C 0.5460 2.2222 -2.4961 1.3793 -0.3300 0.3220
C -2.0412 3.5879 4.6608 -1.1028 0.3408 -0.2024
C 2.2673 -0.1941 -0.7497 -1.2625 -0.7994 0.4491
C 4.7614 1.8552 0.7849 -1.0096 -0.0622 0.7051
C -4.7905 0.7192 4.1118 -0.2661 -0.2521 0.5973
C -2.3644 3.4573 2.2183 0.1099 -0.9876 -0.6803
C 1.3050 -5.3963 -5.0586 0.2515 0.2868 0.2012
C -2.4714 -1.5212 -3.3034 -1.2025 0.3266 -2.4340
C -1.3016 -0.5576 -3.6465 -0.6767 -1.6904 0.8119
C -6.9748 1.7493 5.0325 0.8790 2.2541 -0.2708
C 5.7762 -4.1139 -3.3798 -1.2203 -1.1717 0.7612
C 1.4539 4.4039 -6.3952 1.9635 2.4693 0.2071
H -3.3412 -5.7102 -0.6921 0.8698 0.5254 0.5662
H -1.3591 3.1607 1.9189 0.1755 0.1500 -0.4000
H -6.2274 -0.6573 -3.3231 0.1625 -0.3854 0.8113
H 2.0745 3.4218 -3.4985 0.1619 -0.6187 -0.1008
H 3.4055 0.0810 4.0442 -0.1140 0.2786 -0.1425
H 4.0392 1.6327 4.7615 0.1626 -0.1374 -0.3493
H 0.2672 -5.1184 -5.2428 -0.2804 -0.5063 -0.8876
H 1.8083 1.9434 5.9351 -0.0519 0.1996 -0.1559
H -4.3092 3.8165 4.7050 -0.4099 -0.0108 -0.1305
H 4.9828 2.5071 -1.7682 0.3905 -0.4117 0.1553
H 1.2943 4.2563 2.1378 0.0049 -0.3528 0.1944
H -0.9555 -0.5182 0.6284 -0.1294 0.2116 0.1880
H 1.8184 -6.3718 -7.5209 -0.6542 -0.0386 0.1158
H 7.6411 4.4261 -1.4729 1.5612 0.8905 -0.5223
H -6.0867 -1.2966 5.3075 -0.3396 -0.7479 0.1417
H 3.5109 0.3419 5.7997 0.1207 -0.2427 -0.1039
H 2.2634 4.4923 -5.6707 0.4903 -0.5654 0.0069
H 1.8693 4.2675 -7.3937 -0.2155 -1.6931 -0.1427
H -2.2172 5.2854 5.8087 -0.2261 0.6205 0.1271
H -2.9300 -3.4686 -3.3907 -0.9789 0.1849 -0.9341
H -0.3206 1.0730 0.1555 0.5563 0.0498 0.6503
H -2.4520 5.6858 4.0781 -0.0900 0.0390 0.0652
H 1.5361 -6.4586 -4.9791 -0.8496 -0.2957 0.2130
H -4.3824 4.2176 7.1099 0.5175 0.4148 0.4619
H 1.9657 -6.5257 -2.7186 -0.2095 -0.2942 0.3873
H -0.4847 -0.9754 -3.0580 0.5073 0.6734 -0.0987
H 6.2630 -5.5571 -1.9272 -0.1449 -0.2496 -0.1078
H -3.0706 -2.0538 -0.2286 0.3021 0.7291 0.5488
H -6.6589 8.3243 7.3392 -0.1040 0.6267 -0.1109
H -6.6214 2.6488 4.5283 0.2141 0.1068 -0.7419
H -2.3324 2.9846 5.5206 -0.5811 -0.2419 -0.0841
H 5.7808 4.4889 1.0406 -0.0404 0.1816 0.1255
H 3.8157 1.3596 1.0042 0.4563 -0.7846 -0.0282
H 3.3802 3.5071 0.4537 0.4062 0.5259 0.2404
H 3.9334 -5.2339 -1.1607 -0.1603 0.1720 0.1076
H -0.2397 -7.4605 0.0106 -0.5689 0.4852 0.0034
H 1.1979 5.4165 3.5219 -0.8937 -0.5131 0.1910
H 0.5294 2.5803 3.6902 -0.5338 -0.3290 0.2972
H 5.4431 1.2751 0.1630 -0.2938 -0.0837 0.0382
H -2.8255 -4.4873 0.6303 0.4153 -1.5200 0.9537
H 3.8959 3.6257 -1.8003 -0.4870 0.1958 -0.4321
H 3.2376 -0.4904 -0.3514 0.1603 0.0041 -0.0714
H -6.7322 2.0656 6.0469 -0.1280 -0.7081 0.3892
H 5.2548 2.0220 1.7424 0.0169 0.2381 -0.0039
H -4.0024 -2.2566 1.3801 -0.4718 1.0775 -0.1156
H -0.4482 -0.1058 -0.9978 -0.1695 -0.5499 -0.2516
H -3.3233 -1.0088 -5.3058 0.1563 -0.1524 -0.0999
H -0.7429 -4.8887 2.5099 -0.7787 0.1760 0.3433
H 2.6229 5.2706 2.7752 0.5924 -0.6852 -0.3510
H -4.7181 1.3619 3.2345 0.1093 -0.0498 -0.1196
H 0.5939 -4.2353 1.7977 0.5499 0.0903 -0.9219
H 1.8358 1.0652 1.5369 0.2304 -0.0125 -1.0678
H 5.4217 -1.3876 -5.2167 0.4997 0.2081 0.5602
H -1.5265 0.4853 -3.4231 0.1208 -0.1539 0.0277
H -1.6289 -3.3045 -2.7681 1.4564 0.3715 0.0107
H 5.0599 -2.8717 -5.8621 -0.4559 -1.0049 0.4992
H -6.8664 0.1085 3.7717 0.3145 -0.3487 -0.3119
H 0.9975 0.1031 2.3563 -0.5534 -0.7190 -0.1900
H 2.2424 0.8813 -0.9260 0.1790 0.1590 0.5630
H 6.6741 -4.4723 -3.8832 0.9483 1.0430 0.3066
H 1.2638 5.4671 -6.5422 -0.9965 0.3593 0.3986
H 0.8651 1.2094 -2.7424 -0.2231 -0.1844 -0.0361
H -0.1157 -7.0521 1.7605 -0.6196 -0.3481 0.0886
H 6.7265 -2.8378 -1.2807 0.3723 0.7100 -0.2320
H -0.3499 2.1164 -4.9654 -0.0336 0.1258 0.2520
H 6.7847 -3.9753 -0.2425 0.9152 -0.0117 0.6214
H -2.5756 -1.5742 3.1625 -0.5538 -0.5915 0.0611
H -5.7659 8.6473 5.7816 -0.1551 0.3835 0.1118
H 1.0864 -1.6386 0.5936 0.4234 -0.2455 -0.5786
H 2.6408 -4.5667 -3.7610 0.5496 0.1778 0.0724
H -0.9620 3.5506 4.8096 0.3945 0.4080 -1.0828
H -2.5163 4.5061 1.9631 -0.0388 0.3470 0.9738
H -4.7327 -5.7441 -1.5618 -0.2243 -0.6684 -0.5396
H -0.6201 4.3155 -3.6324 -0.6219 -0.2301 0.4841
H 0.3217 -5.8351 -2.3824 -0.1620 -0.4197 -0.1023
H 0.0001 0.6231 4.9308 -0.4079 0.5649 0.6998
H 1.0964 2.4713 -1.5888 -0.1963 0.1069 0.2022
H -4.2277 1.1490 4.9405 -0.0008 0.6975 0.1208
H 0.5798 5.0664 -4.1315 0.6164 0.3472 0.0642
H 1.3521 -3.0523 -2.6432 0.1250 0.3377 0.0377
H -5.7635 4.4379 6.1151 -0.4067 0.1924 0.6148
H -0.8538 -2.4084 1.5931 -0.9215 0.3033 -0.0243
H -2.5763 0.0961 2.9539 0.6931 0.6157 0.5341
H -0.5188 2.2244 -2.2632 -0.0456 0.2672 -0.3910
H 4.3467 -3.5266 -0.7043 -0.5150 0.1796 -0.5483
H 5.1091 -4.7806 -3.9263 -0.8851 -0.3655 0.4900
H -3.1045 2.9333 1.6135 0.2126 -0.0876 -0.3895
H 0.9852 -2.8692 -4.2166 -0.1094 0.2603 -0.0682
H -4.9102 6.6523 7.7998 -0.9744 -0.2936 0.3935
H -7.5531 8.3436 5.7529 0.1626 0.1017 0.1626
H 4.0596 -0.6475 -2.4458 0.0549 -0.1944 0.1206
H 1.1158 -6.6548 0.7180 0.2249 0.8040 -0.5104
H 1.3939 1.9779 -5.2030 0.0135 -0.1779 -1.0663
H -5.3590 -0.1898 6.0307 0.1796 -0.1805 1.6118
H -1.0822 -0.7195 -4.7018 0.1064 0.2223 0.0086
H 3.0143 -1.2028 -3.7459 -0.0366 0.1678 -0.0276
H -3.1971 -5.5631 -2.4363 -0.0096 0.4848 -0.0391
H 3.1254 0.5391 -3.2970 -0.5556 0.1891 0.1051
H -4.2714 6.9154 6.2632 -0.0439 0.5256 -0.4093
H 1.4175 -4.5673 -7.7711 -0.3464 -0.5988 -0.9094
H 0.9166 -0.2902 4.1636 1.2652 -0.1400 -0.2555
H -5.4669 -2.7141 -0.6675 0.4384 0.4390 0.0016
H 5.0054 -4.7506 0.1843 0.4701 -0.7340 -0.1641
H -6.8632 -1.9514 -4.3299 0.2782 0.1216 -0.4491
H -0.7838 -3.1767 0.0155 -0.7680 0.2761 -0.6957
H 1.6966 -5.1937 -1.5749 0.2922 0.2745 -0.1381
H 3.0698 -5.2444 -7.8193 -0.0086 0.2767 -0.1708
H 5.3391 4.8773 -0.6388 0.5353 0.2371 -0.3039
H 1.9678 2.1686 2.8395 0.0447 -1.2326 0.0820
H -3.9809 -0.1373 -3.8993 0.2820 0.4852 -0.1695
H 8.0559 5.0220 0.1199 -0.4156 -0.3820 0.7778
H -5.2062 -4.2450 0.0598 0.1148 0.0008 0.8149
H -2.9316 -1.3872 -2.3245 0.3579 0.1870 0.5834
H -8.0518 1.8387 4.8909 0.0242 -0.8422 0.1223
H -6.0249 -0.3915 -4.9120 -0.0480 -0.6453 -1.0112
H 8.7380 3.4193 -0.4441 0.2074 0.4661 0.0083
H 6.6960 -2.6840 -5.2788 0.1086 0.2895 0.1300
H -2.2844 -0.7277 4.6232 0.3042 0.7191 0.0384
```
Forces are in eV/Å.

As for the HOMO energy (alpha / beta): -10.36 / -10.36 eV. The expectation value of S² is 0.754. As for the net charge: +1. As for the frontier orbital gap (alpha / beta): 8.32 / 2.88 eV. As for the spin multiplicity: 2. The calculation puts the electronic energy at -3196.83273 a.u.

=====

Entry 2:
This record from the Open Molecules 2025 dataset describes a cluster of 2 separate species, CH8N2Si in total. The level of theory is ωB97M-V with the def2-TZVPD basis set.

Geometry as XYZ:
```
12
Properties=species:S:1:pos:R:3:forces:R:3
Si -1.5637 0.9400 -0.3027 -0.2213 -0.4324 -2.3190
N -0.9247 -1.4269 0.9835 1.2351 -0.7418 2.0013
N -1.1412 -0.6645 0.0785 -0.4513 -1.2035 0.7834
C 1.9346 -0.1553 -0.2669 1.8822 -1.9377 1.1805
H -0.5060 -0.9695 1.8659 -0.4754 -0.1688 -0.7608
H 1.9208 -0.7134 0.7352 0.7214 2.3593 0.1654
H 2.0400 0.9882 -0.4590 -0.4968 -2.4796 0.8197
H 2.7645 -0.8141 -0.6635 -0.5665 1.4010 -0.3720
H 1.0762 -0.7566 -0.4517 -1.2506 0.7093 -1.9334
H -2.9093 0.8702 0.1113 -1.4787 -0.1341 0.3895
H -1.4800 0.4372 -1.7040 0.0763 1.5593 -0.3505
H -1.2112 2.2646 0.0735 1.0258 1.0689 0.3958
```
Forces are in eV/Å.

As for the HOMO energy: -8.45 eV. As for the frontier orbital gap: 8.77 eV. The SMILES is [H]/N=N\[SiH3].C. As for the spin multiplicity: 1. As for the energy relative to the best compared isomer or geometry (same formula, charge and spin): 3.865 eV. The calculation puts the electronic energy at -441.73392 a.u.

=====

Entry 3:
This record from the Open Molecules 2025 dataset describes the molecule C18H16BFN4O3. The level of theory is ωB97M-V with the def2-TZVPD basis set.

Geometry as XYZ:
```
43
Properties=species:S:1:pos:R:3:forces:R:3
F 0.6925 0.5763 7.9915 -0.0881 1.0350 -1.9049
O 2.8534 0.3165 2.0399 -0.3603 0.6495 -0.6865
O -4.6970 -3.2453 -2.6771 -1.5150 0.6463 0.3861
O -4.7640 -1.0290 -3.5623 -3.0288 2.7340 0.8557
N 0.6725 2.1538 -1.6928 0.6622 0.2173 -0.2765
N 1.4104 1.9875 2.6391 0.6079 0.0074 -2.2786
N 2.2167 0.3342 -1.9319 -0.8726 1.0516 -1.5700
N 0.7561 0.9953 -3.7073 -0.4922 1.6254 2.0040
C 0.2545 2.2938 4.7772 0.1343 0.4840 -1.5189
C 2.1917 0.9876 4.6660 0.9994 -0.9571 -0.3875
C 1.3315 1.7901 4.0063 -1.7198 -0.0262 1.2560
C 1.9563 0.6282 5.9498 -1.8917 1.0256 2.1033
C -1.6536 -1.2751 -3.9112 0.6577 -1.3435 0.4262
C -2.5173 -2.0716 -3.1448 0.6786 -0.1357 1.0633
C -0.2668 -1.3601 -3.6315 0.1111 1.1551 0.9421
C 2.4155 0.4911 -0.6651 3.1804 -3.0428 1.9002
C -0.6295 -3.0380 -1.9076 -0.0932 1.6733 -0.7028
C 0.7132 -0.3529 -4.2286 1.1203 -1.0801 -1.1931
C -0.0325 1.9631 6.0864 -1.1384 -0.2498 1.8546
C -1.9754 -2.8501 -2.0868 -1.3700 -0.8898 -0.1314
C 0.8302 1.0694 6.6824 1.5295 -0.9921 0.0113
C 1.8811 1.4162 0.1886 0.1721 -0.2381 1.3310
C 2.1144 1.2104 1.6510 -0.2075 -0.1253 2.3227
C 1.0039 2.2442 -0.4075 -1.3245 0.6637 -0.8447
C 0.2267 -2.2049 -2.6210 0.3282 -0.5462 -0.7623
C 1.3161 1.2198 -2.4226 -2.1951 -0.9594 -0.7631
B -4.0621 -2.0905 -3.1287 -0.8058 -1.2291 0.0709
H -0.1190 1.5872 -3.7992 1.5466 -1.1797 0.0809
H -0.3740 2.9699 4.2427 -0.7683 0.4519 -0.0843
H -0.2829 -3.7106 -1.1813 0.5473 -0.7557 0.8741
H 0.5099 -0.2716 -5.2871 -0.2336 0.1870 -0.4153
H 0.4279 2.9113 0.1944 -0.3860 0.7969 0.0719
H -0.9295 2.2974 6.7173 1.3615 -0.1684 -1.4610
H 1.3164 -2.3059 -2.4782 -0.6527 0.3396 -0.0685
H -2.0357 -0.7526 -4.7866 0.1568 0.2902 0.3173
H 1.7609 -0.7507 -4.2188 -0.9298 0.2447 0.3217
H 2.6676 0.1477 6.5253 1.3580 -1.4722 0.7622
H 2.9671 0.5627 4.0773 0.8065 -0.2602 0.2163
H 3.1043 -0.2835 -0.1736 -0.9510 1.1663 -0.7987
H -5.6899 -3.1372 -2.5704 1.9272 -0.2004 -0.3382
H -2.6797 -3.4169 -1.4274 0.6574 0.5235 -0.8071
H -5.6587 -0.7031 -3.1382 2.8112 -1.5246 -1.4022
H 0.7768 2.6963 2.3527 -0.3297 0.4085 -0.7759
```
Forces are in eV/Å.

As for the HOMO energy: -8.50 eV. As for the frontier orbital gap: 8.61 eV. The SMILES is O=C(Nc1ccc(F)cc1)c1cnc(NCc2cccc(B(O)O)c2)nc1. As for the spin multiplicity: 1. As for the energy relative to the best compared isomer or geometry (same formula, charge and spin): 1.584 eV. The calculation puts the electronic energy at -1265.07169 a.u.

=====

Entry 4:
This record from the Open Molecules 2025 dataset describes the molecule C7H8S2. The level of theory is ωB97M-V with the def2-TZVPD basis set.

Geometry as XYZ:
```
17
Properties=species:S:1:pos:R:3:forces:R:3
S 1.7392 2.2319 -0.0909 -0.6884 -1.0033 -0.0658
S 2.9908 -0.7063 -0.0255 1.4665 0.3985 -0.1705
C 1.3447 -0.6076 0.0760 -2.7274 0.7348 2.2986
C 0.5539 0.7235 -0.0206 0.3135 1.5150 -1.2507
C -0.9345 0.9730 0.7564 2.4785 -0.6821 -0.6145
C -0.2611 0.3068 -1.3032 -2.7268 1.9271 0.4976
C 0.5071 -1.7265 0.3406 0.5687 2.7904 -1.4932
C -1.3300 -0.1608 -0.2189 0.1953 -1.4335 -0.5763
C -0.8289 -1.5632 0.1938 0.6023 1.3014 0.8208
H 1.0170 -2.6130 0.3181 0.6864 -2.5992 0.6884
H -2.3505 -0.2876 -0.5271 -0.5807 0.4140 -0.2699
H -0.7305 1.1458 -1.8935 0.7569 -0.5834 0.6144
H -1.3671 -2.3895 0.5591 -1.5609 -0.6062 -0.0934
H -1.4388 2.0045 0.7876 1.1064 -1.5274 -0.9655
H 0.0366 -0.5025 -1.9539 0.6410 0.1219 -0.0751
H -0.7850 0.6738 1.7653 -0.3521 -0.3932 1.0099
H 1.8371 2.4977 1.2366 -0.1792 -0.3747 -0.3550
```
Forces are in eV/Å.

As for the HOMO energy (alpha / beta): -6.56 / -9.11 eV. The expectation value of S² is 2.030. As for the frontier orbital gap (alpha / beta): 7.33 / 6.84 eV. As for the spin multiplicity: 3. As for the energy relative to the best compared isomer or geometry (same formula, charge and spin): 0.072 eV. The calculation puts the electronic energy at -1067.71733 a.u.

=====

no.,strongest force on any atom (eV/Å)
1,3.5
2,2.9
3,4.8
4,3.6